Here is C2H3BrFI as an isolated structure at a distorted geometry from OMol25. Energies are from ωB97M-V with the def2-TZVPD basis set.

**LUMO energy (spin up / spin down)**: -1.125 / -1.666 eV
**Total charge**: 0
**Energy above the lowest of the compared OMol25 structures with the same formula, charge and spin**: 295.5 kJ/mol
**Gap between HOMO and LUMO (spin up / spin down)**: 0.2961 / 0.2648 Eh

Element x y z (Å)
C: 0.18637 0.09401 -0.05758
C: 1.59490 0.52124 -0.28068
F: 3.01220 -1.31245 -2.11559
Br: 1.97057 2.35837 -0.20415
I: 3.09250 -0.76497 0.05546
H: -0.49912 0.90886 -0.27759
H: -0.03956 -0.75136 -0.70833
H: 0.01846 -0.22805 0.97345

=====

Here is a 3-piece molecular cluster, C5H10O2 overall from OMol25. Energies are from ωB97M-V with the def2-TZVPD basis set.

**SMILES**: C1=CC1.C=O.CO
**LUMO energy**: 0.634 eV
**Total charge**: 0
**Energy above the lowest of the compared OMol25 structures with the same formula, charge and spin**: 483.0 kJ/mol
**Gap between HOMO and LUMO**: 0.3738 Eh

Element x y z (Å)
C: -0.20805 -0.58062 1.49443
C: 0.73537 -1.42880 1.74895
C: -0.49920 -2.00908 1.12766
H: -0.56305 0.43861 1.44071
H: 1.72350 -1.63068 2.13295
H: -1.19557 -2.59664 1.73153
H: -0.49645 -2.31230 0.07286
C: 1.67159 -0.44311 -0.95896
O: 2.08037 0.69452 -0.98163
H: 2.34289 -1.29974 -0.76080
H: 0.61269 -0.69307 -1.15105
C: -1.36878 2.01739 -1.10533
O: -0.34491 1.93798 -0.14052
H: -1.46573 3.03051 -1.52004
H: -2.31063 1.76049 -0.61046
H: -1.22315 1.31459 -1.93832
H: 0.50911 1.79996 -0.58198

=====

Here is a 9-piece molecular cluster, C18H54O9 overall at a distorted geometry from OMol25. Energies are from ωB97M-V with the def2-TZVPD basis set.

**SMILES**: CCO.CCO.CCO.CCO.CCO.CCO.CCO.CCO.CCO
**LUMO energy**: 0.594 eV
**Total charge**: 0
**Energy above the lowest of the compared OMol25 structures with the same formula, charge and spin**: 441.5 kJ/mol
**Gap between HOMO and LUMO**: 0.3765 Eh

Element x y z (Å)
C: -5.07598 -0.59776 0.28457
C: -5.67221 -0.66041 1.73081
O: -6.46526 -1.83266 1.96377
H: -5.79869 -0.41267 -0.51012
H: -4.60270 -1.57508 0.18991
H: -4.28526 0.06357 -0.06968
H: -6.34098 0.19755 1.66197
H: -4.84717 -0.60053 2.44061
H: -5.92240 -2.54229 2.31496
C: 0.83425 0.45438 -5.67941
C: 2.11143 0.46597 -4.82685
O: 1.71708 0.59379 -3.48318
H: 0.35853 1.42996 -5.77969
H: 0.18459 -0.36319 -5.36696
H: 0.95122 0.15487 -6.72090
H: 2.84192 1.22338 -5.11114
H: 2.62125 -0.49214 -4.92781
H: 1.18253 1.37894 -3.34383
C: -0.73768 1.14584 -0.86510
C: 0.04825 0.79285 0.41891
O: 1.16385 1.66817 0.41317
H: -1.71533 0.69253 -0.70136
H: -0.19045 0.87458 -1.76792
H: -0.83466 2.22100 -1.01588
H: 0.52364 -0.18703 0.46278
H: -0.32394 0.99180 1.42391
H: 1.67711 1.49561 1.20589
C: -1.77612 -1.51381 3.11742
C: -0.97782 -2.55981 3.93292
O: 0.40799 -2.17372 3.85595
H: -1.32136 -1.44847 2.12898
H: -1.68080 -0.57211 3.65798
H: -2.83296 -1.76101 3.01700
H: -1.07635 -3.56416 3.52098
H: -1.20721 -2.53847 4.99829
H: 0.72161 -2.15221 2.94888
C: 1.57331 4.09644 -2.18709
C: 1.12631 3.84295 -3.63888
O: -0.04411 3.06440 -3.52709
H: 0.83485 4.64643 -1.60376
H: 2.56584 4.54086 -2.11304
H: 1.65204 3.13869 -1.67268
H: 1.90628 3.44604 -4.28866
H: 0.77605 4.78918 -4.05127
H: -0.51894 3.52430 -2.83095
C: -3.34310 2.89306 1.15227
C: -4.39446 3.97945 0.84549
O: -5.68461 3.43696 1.13123
H: -2.55943 3.24910 1.82100
H: -2.77893 2.60389 0.26559
H: -3.78687 2.05080 1.68309
H: -4.46157 4.12372 -0.23284
H: -4.28841 4.96398 1.30108
H: -6.31605 4.05206 0.75105
C: 3.21400 -2.97473 -2.90646
C: 1.71008 -2.59961 -2.70987
O: 1.52954 -1.91201 -1.47919
H: 3.61115 -3.68860 -2.18482
H: 3.80054 -2.05684 -2.86723
H: 3.50712 -3.34154 -3.89014
H: 1.08610 -3.49322 -2.69483
H: 1.28500 -1.93728 -3.46401
H: 1.56063 -0.98322 -1.71999
C: 3.09412 -3.91727 0.67633
C: 2.43741 -3.47351 1.93147
O: 1.40181 -2.66056 1.50959
H: 3.88369 -4.65617 0.81312
H: 3.37282 -3.04754 0.08135
H: 2.34725 -4.38712 0.03639
H: 3.20552 -3.08011 2.59730
H: 1.95923 -4.25151 2.52657
H: 1.65448 -2.25264 0.67812
C: 4.00243 -0.56906 3.89702
C: 3.00133 0.63382 4.01143
O: 1.90689 0.37985 3.16860
H: 3.67287 -1.59633 4.05263
H: 4.95212 -0.35331 4.38655
H: 4.26612 -0.55727 2.83946
H: 3.53018 1.54134 3.72023
H: 2.75528 0.75374 5.06651
H: 1.33418 -0.25885 3.59949

=====

Here is a 12-piece molecular cluster, C55H141N11O12 overall at a distorted geometry from OMol25. Energies are from ωB97M-V with the def2-TZVPD basis set.

**SMILES**: CC1(C)CCCC(C)(C)N1O.CC1(C)CCCC(C)(C)N1O.COC[C@H](C)N.COC[C@H](C)N.COC[C@H](C)N.COC[C@H](C)N.COC[C@H](C)N.COC[C@H](C)N.COC[C@H](C)N.COC[C@H](C)N.COC[C@H](C)N.CO
**LUMO energy**: 0.337 eV
**Total charge**: 0
**Gap between HOMO and LUMO**: 0.3139 Eh

Element x y z (Å)
C: -1.22177 1.41181 -2.09785
C: -0.17765 1.30849 -0.96682
C: 1.17295 0.88769 -1.57869
C: 0.03543 2.68999 -0.35524
C: -1.18288 3.14194 0.46797
C: -1.49708 2.05464 1.53291
C: -1.65748 0.64152 0.98414
C: -1.44955 -0.30742 2.16680
C: -2.99372 0.34004 0.31181
N: -0.47339 0.38682 0.11858
O: -0.38266 -0.98317 -0.28434
H: -0.78542 1.92511 -2.95945
H: -1.60690 0.47110 -2.49640
H: -2.02349 2.04434 -1.71574
H: 1.86176 0.88807 -0.73748
H: 1.04072 -0.10590 -2.01545
H: 1.44521 1.50041 -2.43502
H: 0.83781 2.68367 0.38627
H: 0.20857 3.42889 -1.13975
H: -0.88310 3.98220 1.09650
H: -2.08282 3.31864 -0.11387
H: -2.49061 2.35608 1.90224
H: -0.81862 2.12068 2.38295
H: -1.58458 -1.37392 1.95839
H: -2.19902 -0.03876 2.91513
H: -0.44629 -0.27565 2.57950
H: -3.45060 1.13831 -0.26573
H: -3.65991 0.04318 1.11961
H: -2.86881 -0.56140 -0.29272
H: 0.35718 -1.32506 0.23151
C: 3.78928 0.22706 -4.76321
C: 4.10717 -1.04938 -5.54791
C: 2.99556 -2.07505 -5.24161
C: 3.99927 -0.69370 -7.01859
C: 4.58197 -1.66576 -8.01588
C: 6.06161 -1.87345 -7.64811
C: 6.31067 -2.27112 -6.19561
C: 6.04746 -3.75716 -5.95900
C: 7.75603 -1.91154 -5.87285
N: 5.46945 -1.45447 -5.29263
O: 5.69285 -1.81984 -3.90996
H: 2.73709 0.47680 -4.82934
H: 4.07850 0.07915 -3.71480
H: 4.42084 1.05774 -5.09360
H: 3.11164 -2.43105 -4.21455
H: 1.99675 -1.62990 -5.26800
H: 2.97229 -2.84747 -6.01124
H: 2.97973 -0.40682 -7.33570
H: 4.42297 0.31052 -7.20941
H: 4.07887 -2.63673 -8.02931
H: 4.59544 -1.26128 -9.02764
H: 6.59375 -0.96407 -7.92965
H: 6.42431 -2.70425 -8.26375
H: 6.68695 -4.42743 -6.52966
H: 4.98602 -3.96461 -6.13225
H: 6.17020 -3.98682 -4.89727
H: 8.12514 -2.27602 -4.91095
H: 7.98475 -0.84061 -5.83959
H: 8.41706 -2.29511 -6.66225
H: 5.68612 -0.97799 -3.43535
C: -1.71638 -3.99519 -0.51198
O: -1.87944 -5.14485 0.26754
C: -2.43794 -6.27120 -0.43119
C: -1.65512 -6.73947 -1.63575
C: -2.33888 -7.90470 -2.31124
N: -0.32125 -7.22134 -1.15935
H: -1.15618 -3.23100 0.01506
H: -2.71677 -3.61770 -0.78695
H: -1.23519 -4.14501 -1.48264
H: -2.45311 -7.06310 0.31899
H: -3.46857 -5.99350 -0.69340
H: -1.49629 -5.90704 -2.31906
H: -3.32406 -7.61772 -2.70242
H: -2.49638 -8.77648 -1.67917
H: -1.79334 -8.21606 -3.20797
H: 0.27067 -6.40839 -0.98137
H: 0.09264 -7.67376 -1.97455
C: -6.43327 -3.31439 -0.70229
O: -7.30591 -2.35167 -1.24523
C: -6.92540 -1.89752 -2.51073
C: -5.51549 -1.30252 -2.69330
C: -5.48057 -0.02235 -3.51022
N: -4.72642 -2.36490 -3.45217
H: -6.99667 -3.88261 0.03718
H: -5.58256 -2.85678 -0.17705
H: -6.03803 -3.97064 -1.48345
H: -7.14433 -2.66083 -3.27276
H: -7.57379 -1.05134 -2.78299
H: -4.94855 -1.20680 -1.76345
H: -4.47307 0.39484 -3.60219
H: -5.93049 0.79702 -2.91818
H: -5.98966 -0.08623 -4.46942
H: -5.17077 -2.42183 -4.36866
H: -3.76792 -2.06678 -3.61192
C: -2.99179 -2.25201 7.51319
O: -3.40236 -3.04161 6.41819
C: -4.65434 -2.61948 5.91916
C: -4.88706 -3.17722 4.50355
C: -3.67844 -2.85502 3.62749
N: -6.11745 -2.50442 3.92332
H: -3.81151 -1.81599 8.08768
H: -2.38206 -1.39720 7.16463
H: -2.31034 -2.80108 8.16575
H: -5.48332 -2.89818 6.58303
H: -4.68159 -1.54253 5.69187
H: -5.12370 -4.25084 4.60388
H: -2.85700 -3.31273 4.18483
H: -3.60637 -1.77409 3.57868
H: -3.63107 -3.36419 2.66372
H: -6.17495 -2.95834 3.00540
H: -6.90432 -2.94011 4.42097
C: -2.12088 3.22304 6.26518
O: -1.39228 2.05524 6.13218
C: -0.02609 2.33738 5.90765
C: 0.79587 1.07013 6.05743
C: 0.63382 0.29142 7.34549
N: 2.25232 1.25503 5.74519
H: -2.23839 3.51285 7.32450
H: -3.13035 3.19112 5.85729
H: -1.66313 4.14318 5.87438
H: 0.19961 2.69858 4.89345
H: 0.33223 3.08488 6.63364
H: 0.42423 0.41293 5.25515
H: 1.14813 0.80486 8.16136
H: 1.07903 -0.70276 7.27540
H: -0.42138 0.13177 7.58195
H: 2.32559 0.90737 4.77456
H: 2.41235 2.23571 5.48352
C: -0.73390 2.68189 -6.15629
O: -0.71628 3.60054 -7.22592
C: -1.94139 4.31009 -7.34957
C: -1.92146 4.97782 -8.72387
C: -3.01601 6.02255 -8.83755
N: -2.04896 3.99372 -9.79978
H: -0.82927 3.24611 -5.21684
H: 0.20198 2.13064 -6.16881
H: -1.57672 1.98198 -6.21678
H: -2.81046 3.66514 -7.18332
H: -1.90892 5.10494 -6.58368
H: -0.96367 5.49367 -8.80747
H: -3.99259 5.52999 -8.73160
H: -3.02311 6.43344 -9.84796
H: -3.00174 6.84356 -8.12260
H: -1.15770 3.55497 -10.01023
H: -2.60986 3.19635 -9.50531
C: -5.94967 2.59827 6.98429
O: -6.54823 1.47625 6.40918
C: -5.83433 0.89288 5.37931
C: -5.60225 1.61555 4.06229
C: -6.86634 2.31097 3.54083
N: -5.15052 0.66459 3.00688
H: -6.58217 2.78139 7.85451
H: -5.87056 3.45898 6.32730
H: -5.00898 2.29632 7.46516
H: -4.85150 0.60493 5.79957
H: -6.29361 -0.07983 5.18617
H: -4.84116 2.39277 4.21202
H: -6.71069 2.57019 2.49273
H: -7.19040 3.20037 4.08354
H: -7.70504 1.60388 3.51755
H: -5.49130 -0.26807 3.28907
H: -4.13936 0.54397 3.10156
C: 0.86919 -5.85269 2.48886
O: 1.42179 -4.58005 2.14137
C: 0.94604 -3.50454 2.91466
C: 2.02322 -2.99840 3.90163
C: 2.67770 -4.08246 4.77588
N: 1.33069 -2.01947 4.75338
H: 0.90656 -6.01962 3.57263
H: 1.50085 -6.57573 1.98020
H: -0.17308 -5.88938 2.15732
H: 0.71735 -2.62910 2.29031
H: 0.00763 -3.71059 3.44844
H: 2.78846 -2.65680 3.20043
H: 3.54154 -3.64376 5.28310
H: 2.95313 -5.00900 4.26070
H: 2.03203 -4.38982 5.60688
H: 0.77142 -2.37164 5.50777
H: 1.93383 -1.28396 5.10570
C: 7.43824 2.77726 -3.60687
O: 6.88259 3.39457 -2.43576
C: 5.45688 3.50432 -2.46134
C: 4.98422 3.34252 -1.00153
C: 5.09571 1.88376 -0.59259
N: 3.56661 3.76359 -0.86158
H: 7.31594 1.68837 -3.47262
H: 8.50485 2.97882 -3.58700
H: 6.94634 3.04309 -4.54231
H: 5.21304 4.52990 -2.79946
H: 4.85978 2.78576 -3.04087
H: 5.54999 4.05317 -0.38937
H: 6.12272 1.51414 -0.59518
H: 4.47586 1.24968 -1.22652
H: 4.76147 1.82414 0.45028
H: 3.51547 4.74825 -1.11423
H: 3.31173 3.68509 0.11168
C: 6.56806 5.00563 2.06323
O: 5.34699 4.41113 2.23987
C: 4.73696 4.74303 3.48404
C: 3.37416 4.12189 3.67751
C: 2.36201 4.43007 2.60305
N: 2.79539 4.62958 4.93641
H: 6.99844 4.83708 1.07838
H: 7.32278 4.70357 2.80890
H: 6.53738 6.10744 2.17105
H: 5.42508 4.38125 4.26327
H: 4.75298 5.84249 3.55667
H: 3.51698 3.04937 3.82608
H: 1.36344 4.10160 2.85112
H: 2.72772 3.92832 1.70016
H: 2.43893 5.45820 2.22738
H: 3.26704 4.48541 5.82393
H: 2.72759 5.64397 4.84355
C: 3.34566 0.39045 1.98279
O: 2.31642 0.94708 2.79275
H: 3.35857 0.85123 0.98594
H: 4.31831 0.52888 2.45490
H: 3.23459 -0.68713 1.79916
H: 1.51340 0.43145 2.65996

=====

no.,energy (eV),molecular weight (g mol⁻¹)
1,-82979.7831,252.85
2,-9438.0373,102.13
3,-37965.2900,414.62
4,-100273.3009,1148.80